Record 1
The following is a DFT calculation (ωB97M-V/def2-TZVPD) of a molecular structure, C30H35BrN8Pt in a non-equilibrium geometry.

Atoms and positions in Å:
1 H -0.786 -0.336 4.068
2 N 0.710 -3.007 0.461
3 C 3.738 -1.931 3.070
4 H 0.395 4.292 3.433
5 Pt 0.614 -0.751 0.211
6 C -1.213 2.437 -3.501
7 C 2.571 -1.510 2.449
8 N -2.884 3.375 -1.971
9 H 0.098 3.260 -1.999
10 H 3.392 -1.659 -4.302
11 H -1.693 1.481 -3.726
12 N 1.110 -1.145 -1.898
13 H -0.742 2.232 4.252
14 H -3.695 5.103 -1.110
15 H -1.745 -0.253 2.605
16 C 0.044 -1.639 -2.545
17 H 5.915 -0.765 0.757
18 C 2.294 -1.164 -2.543
19 C 1.250 -1.716 3.158
20 C -5.085 3.456 -0.889
21 C 1.271 3.291 1.741
22 H -0.579 2.704 -4.345
23 C -4.454 2.906 0.378
24 C -0.381 -4.899 1.388
25 H 1.949 1.986 0.168
26 C -0.158 -3.537 1.333
27 C 4.983 -1.002 1.251
28 C 0.074 -2.171 -3.813
29 H 2.148 -3.332 -0.997
30 C -0.386 2.296 -2.230
31 C -0.860 -2.549 2.217
32 H 1.189 -2.758 3.474
33 C 1.431 -3.805 -0.342
34 H 1.838 4.145 1.394
35 H -1.106 -2.999 3.183
36 H 5.876 -2.024 2.924
37 C 4.956 -1.689 2.460
38 H -2.664 1.778 0.769
39 C 1.278 -5.177 -0.317
40 C -0.054 1.053 2.602
41 H 3.758 -0.069 -0.241
42 H 0.414 1.561 -2.328
43 C 0.482 3.362 2.885
44 C 1.306 -2.189 -4.461
45 H 3.144 -0.759 -2.018
46 C 2.424 -1.670 -3.820
47 H -4.442 4.604 -2.620
48 C 3.786 -0.626 0.685
49 H -4.320 3.690 1.125
50 H 1.895 -5.796 -0.953
51 H -1.816 4.514 -3.355
52 C 0.339 -5.732 0.543
53 C -4.046 4.237 -1.676
54 H 1.385 -2.606 -5.457
55 C -0.170 2.222 3.333
56 C -2.435 2.559 -1.038
57 N 2.604 -0.895 1.265
58 H 3.690 -2.439 4.025
59 H -5.916 4.110 -0.632
60 H -3.039 3.458 -4.045
61 H -5.480 2.646 -1.504
62 Br -1.559 -1.555 -1.541
63 H -5.075 2.130 0.823
64 C 1.337 2.098 1.055
65 C -2.253 3.514 -3.292
66 H 0.183 -6.803 0.569
67 H 1.265 -1.118 4.072
68 H -1.105 -5.302 2.086
69 N 0.016 -1.372 2.394
70 N -3.140 2.319 0.066
71 N 0.657 1.017 1.468
72 N -1.189 1.937 -1.086
73 H -0.821 -2.561 -4.278
74 H -1.797 -2.228 1.756
75 C -0.719 -0.234 2.982

Computed properties:
- Kohn-Sham gap (spin up / spin down): 9.564 / 5.424 eV
- E: -116847.9128 eV
- Charge: +4
- ΔE to the lowest compared entry with this formula, charge and spin: 0.000 eV
- Expectation value of S²: 6.021
- HOMO energy (spin up / spin down): -20.1774 / -19.7263 eV
- Molar mass: 782.648 g mol⁻¹
- 2S+1: 5

=====

Record 2
The following is a DFT calculation (ωB97M-V/def2-TZVPD) of a molecular structure, C30H35ClCrN3S3Sb3 in a non-equilibrium geometry.

Atoms and positions in Å:
1 H 1.480 2.580 2.699
2 C 3.911 -1.272 -1.293
3 H -3.518 -5.020 0.136
4 H 4.859 -4.238 1.031
5 H 0.485 -1.090 -0.818
6 C 0.184 -0.679 -4.662
7 H 0.367 -1.266 4.218
8 H 0.709 2.173 -2.224
9 C 0.219 -0.125 -1.043
10 H -2.188 2.030 3.963
11 C -5.449 2.014 -3.939
12 H -1.417 -4.566 1.157
13 C -3.284 -1.625 -0.406
14 C 1.646 1.540 2.408
15 H 5.041 -3.044 2.179
16 C -4.534 2.540 -4.856
17 N -3.913 -0.688 -1.255
18 C 0.373 0.542 -5.180
19 C -3.130 2.330 -4.694
20 H 3.444 -0.280 -1.632
21 C 4.888 -3.150 1.103
22 C 2.625 0.833 3.306
23 H 0.815 2.584 -4.640
24 H 0.896 0.466 -0.496
25 C 4.593 -0.501 3.801
26 C 0.555 1.388 -2.931
27 H -5.647 0.772 -2.233
28 Sb -0.368 0.844 2.447
29 H 1.410 1.381 5.038
30 H -6.512 2.222 -3.962
31 H 3.642 -1.977 -2.096
32 C 0.631 1.575 -4.302
33 C -2.686 1.639 -3.614
34 H 5.798 -2.797 0.576
35 H 2.991 0.404 6.644
36 N -2.150 -1.346 0.241
37 C 3.133 0.241 5.609
38 Cr -1.563 0.600 -0.070
39 H 5.450 -1.091 3.530
40 S -0.783 2.764 -0.354
41 C 4.091 -0.003 1.412
42 C 0.052 -0.917 -3.370
43 C 3.740 0.181 2.880
44 H -0.092 -1.412 -5.390
45 H -2.406 2.742 -5.465
46 H -1.695 1.567 -3.486
47 C -0.515 -0.669 4.052
48 H 1.993 1.524 1.398
49 Sb -2.790 3.672 0.561
50 C -3.550 1.056 -2.708
51 C -1.506 -2.378 0.819
52 H 3.790 0.863 0.761
53 C 0.337 0.096 -2.460
54 S -3.410 1.438 1.322
55 H -4.864 3.007 -5.819
56 H -4.673 -3.121 -1.069
57 H -1.418 -1.413 3.969
58 N -3.113 0.172 -1.609
59 C 4.285 -0.460 5.158
60 H -0.828 -0.057 4.991
61 H -0.545 2.759 4.508
62 C -1.929 -3.747 0.776
63 C -3.742 -2.921 -0.469
64 C -1.208 2.385 3.673
65 H 5.205 -0.078 1.295
66 H -1.482 3.175 2.954
67 H 4.964 -0.865 5.969
68 H -0.492 -2.270 1.123
69 C -3.097 -3.996 0.128
70 Sb 3.197 -1.943 0.575
71 S -4.045 4.016 -1.272
72 C 2.301 0.884 4.702
73 H 5.034 -1.214 -1.300
74 Cl -0.150 -2.643 -2.814
75 C -4.941 1.219 -2.920
76 H 0.497 0.642 -6.259

Computed properties:
- Kohn-Sham gap (spin up / spin down): 4.019 / 5.168 eV
- E: -129206.1888 eV
- Expectation value of S²: 2.358
- HOMO energy (spin up / spin down): -6.6181 / -6.7167 eV
- Molar mass: 986.561 g mol⁻¹
- 2S+1: 3

=====

Record 3
The following is a DFT calculation (ωB97M-V/def2-TZVPD) of 6 unconnected molecules or ions with the total composition C30H35ClN2O8 in a non-equilibrium geometry.

Atoms and positions in Å:
1 H 0.429 1.117 -0.531
2 C -2.681 3.380 -1.421
3 C 0.107 -5.876 -1.861
4 H -0.365 -6.740 -2.230
5 C 1.452 -5.573 -1.497
6 C -1.242 -3.390 6.499
7 H 0.281 -0.032 -2.551
8 H -2.842 3.277 -4.168
9 H -2.609 3.090 -0.336
10 O 0.475 1.678 3.197
11 C 1.405 3.159 -2.670
12 H -1.732 3.853 -1.912
13 H 2.781 -4.098 -1.072
14 C -0.173 -2.600 6.783
15 H -3.296 -0.931 -3.192
16 O 5.602 3.317 4.362
17 C 0.884 2.041 -2.097
18 C 1.763 1.975 3.416
19 O 0.454 -2.670 7.954
20 C -0.450 -3.503 -1.794
21 H 1.283 3.549 4.726
22 H -1.784 -5.147 -2.323
23 H 1.116 0.144 -5.173
24 H 1.179 -1.216 5.912
25 H -1.482 -3.917 7.374
26 C -0.887 -4.724 -2.077
27 C 2.056 3.036 4.271
28 C 1.682 2.248 -4.912
29 C 1.230 1.008 -4.384
30 Cl -0.738 -0.668 0.371
31 H -1.708 0.294 -5.592
32 H 0.280 -1.331 3.712
33 H -1.548 -1.987 2.304
34 C 4.415 2.692 4.125
35 O 2.279 -6.617 -1.275
36 C -3.013 0.980 -1.870
37 H -2.896 -3.924 4.847
38 C 4.328 1.664 3.193
39 H -1.476 -1.937 -1.081
40 O -1.828 -2.833 2.887
41 O 0.741 1.916 -0.861
42 H 1.526 3.962 -1.913
43 H -3.941 4.830 -2.411
44 C 0.812 -3.222 -1.442
45 H -3.812 4.957 -0.708
46 N -3.028 0.970 -4.054
47 H -2.633 1.394 -6.055
48 C -3.047 0.153 -3.008
49 H -4.863 3.629 -1.222
50 O 2.231 2.501 -6.150
51 H 3.430 4.139 5.358
52 C -1.360 -2.771 4.160
53 C 0.650 0.866 -2.939
54 H 2.018 4.271 -4.271
55 H 1.309 -2.724 7.691
56 H -3.096 0.450 -0.849
57 H -3.155 -0.279 -5.959
58 N -2.982 2.278 -2.256
59 H 2.012 -7.405 -1.087
60 H 5.139 1.243 2.719
61 C -0.206 -1.924 4.342
62 C -2.968 2.301 -3.621
63 C 1.768 3.352 -4.003
64 C 0.419 -1.791 5.748
65 C 1.773 -4.207 -1.280
66 H 0.440 0.990 2.511
67 H 2.711 0.542 2.209
68 C 3.320 3.361 4.643
69 C 2.794 1.269 2.869
70 C -1.826 -3.509 5.208
71 C -3.902 4.190 -1.473
72 H 1.832 2.210 -6.796
73 O -1.447 -2.503 -1.891
74 C -2.605 0.599 -5.486
75 H 0.996 -2.213 -1.333
76 H 6.217 3.391 3.694

Computed properties:
- Kohn-Sham gap: 6.886 eV
- E: -63549.9184 eV
- ΔE to the lowest compared entry with this formula, charge and spin: 0.000 eV
- HOMO energy: -7.4389 eV
- Molar mass: 587.069 g mol⁻¹
- 2S+1: 1